[1]
Entry from OMol25: a molecular structure, C33H29BrN4O3TeY in a non-equilibrium geometry (ωB97M-V/def2-TZVPD).

As for the gap between HOMO and LUMO: 7.67 eV. The HOMO energy is -10.560 eV.

```
! RIJCOSX wB97M-V def2-TZVPD def2/J DEFGRID3
* xyz 1 1
Y -0.041 -0.407 -1.609
O 3.793 0.149 2.927
C 3.566 -1.147 2.561
C 4.347 -2.104 3.205
C 4.204 -3.442 2.898
C 3.282 -3.850 1.936
C 2.500 -2.900 1.311
C 2.620 -1.545 1.617
C 1.681 -0.571 0.940
O 1.615 -0.682 -0.420
N 0.332 -0.834 1.491
N -0.701 -0.245 0.852
C -1.828 -0.141 1.451
C -3.025 0.373 0.823
Br -2.891 0.644 -1.073
C -4.206 0.604 1.396
C -4.498 0.563 2.835
C -5.767 0.149 3.247
C -6.093 0.102 4.591
C -5.163 0.492 5.546
C -3.908 0.934 5.149
C -3.578 0.972 3.804
H 3.383 0.769 2.314
H 5.065 -1.766 3.943
H 4.820 -4.173 3.405
H 3.180 -4.897 1.685
H 1.771 -3.191 0.564
H 1.953 0.462 1.213
H 0.256 -0.971 2.491
H -1.936 -0.492 2.477
H -5.045 0.836 0.748
H -6.497 -0.151 2.502
H -7.074 -0.233 4.901
H -5.420 0.468 6.597
H -3.191 1.265 5.889
H -2.617 1.371 3.500
O -0.931 -1.983 -2.432
C -1.361 -2.401 -3.622
C -1.779 -3.730 -3.754
C -2.204 -4.237 -4.961
C -2.229 -3.422 -6.092
C -1.846 -2.107 -5.974
C -1.418 -1.562 -4.753
C -1.108 -0.130 -4.675
N -0.767 0.573 -3.593
C -0.689 1.903 -3.987
C -0.962 2.001 -5.306
N -1.214 0.717 -5.724
H -1.746 -4.349 -2.866
H -2.516 -5.271 -5.029
H -2.549 -3.815 -7.048
H -1.887 -1.484 -6.860
H -0.479 2.697 -3.290
H -0.994 2.849 -5.968
H -1.455 0.450 -6.662
C 3.843 1.213 -1.063
Te 2.252 1.466 -2.463
C 1.336 2.666 -0.924
C 2.436 2.969 0.061
C 2.256 3.945 1.037
C 3.248 4.191 1.973
C 4.426 3.455 1.941
C 4.615 2.491 0.963
C 3.626 2.246 0.013
H 4.787 1.361 -1.582
H 3.802 0.195 -0.679
H 0.542 2.091 -0.433
H 0.894 3.565 -1.346
H 1.333 4.514 1.064
H 3.105 4.959 2.721
H 5.203 3.637 2.673
H 5.539 1.924 0.934
*
```

How is the electron density shared among the atoms? According to Mulliken, the charges in e are: 1.451, -0.662, 0.887, -0.511, -0.448, -0.863, -0.823, 0.501, 0.746, -0.863, -0.187, -0.290, -0.489, 0.412, -0.157, -0.805, 0.512, -0.486, -0.541, -0.434, -0.576, -0.445, 0.104, 0.455, 0.391, 0.413, 0.325, -0.212, 0.333, 0.667, 0.400, 0.392, 0.385, 0.388, 0.390, 0.611, -0.495, 0.351, -0.574, -0.453, -0.863, -0.756, 0.784, 0.253, 0.246, -0.749, -0.849, -0.038, 0.449, 0.409, 0.411, 0.261, 0.475, 0.458, 0.170, -0.978, 0.205, -0.611, 0.479, -0.785, -0.653, -0.428, -0.834, 0.503, 0.634, 0.188, 0.281, 0.761, 0.501, 0.428, 0.437, 0.409

---

[2]
Entry from OMol25: a molecular structure, C33H29F5GeNSSiTi in a non-equilibrium geometry (ωB97M-V/def2-TZVPD).

As for the gap between HOMO and LUMO (alpha / beta): 6.48 / 3.77 eV. The calculation puts the energy above the lowest of the compared OMol25 structures with the same formula, charge and spin at 15.0 kcal/mol. Its expectation value of S² is 0.77. The HOMO energy (alpha / beta) is -13.950 / -13.860 eV.

```
! RIJCOSX wB97M-V def2-TZVPD def2/J DEFGRID3
* xyz 2 2
Ti -0.987 0.143 0.259
F -0.656 2.540 6.342
C -0.596 2.509 5.013
C -0.780 1.262 4.367
F -0.892 0.145 5.087
C -0.885 1.306 2.982
F -1.379 0.179 2.170
C -0.711 2.484 2.173
S -0.938 2.459 0.378
C -0.598 3.702 2.918
F -0.593 4.866 2.193
C -0.558 3.720 4.283
F -0.536 4.908 4.998
C 3.275 -2.320 3.425
C 2.700 -1.030 3.496
C 2.372 -0.333 2.329
C 2.497 -0.952 1.074
C 3.241 -2.127 1.014
C 3.573 -2.831 2.163
Ge 1.523 -0.226 -0.429
C 2.155 -1.430 -1.856
C 3.208 -1.084 -2.695
C 3.649 -1.958 -3.695
C 3.089 -3.239 -3.796
C 2.122 -3.628 -2.878
C 1.679 -2.736 -1.913
C 2.574 1.366 -0.863
C 3.348 2.009 0.087
C 3.759 3.352 -0.141
C 3.394 4.030 -1.308
C 2.679 3.315 -2.296
C 2.322 2.011 -2.077
H 3.480 -2.897 4.315
H 2.490 -0.599 4.499
H 1.917 0.680 2.345
H 3.473 -2.546 0.030
H 4.040 -3.814 1.993
H 3.687 -0.112 -2.552
H 4.432 -1.612 -4.393
H 3.355 -3.930 -4.616
H 1.689 -4.634 -2.825
H 0.876 -3.035 -1.263
H 3.745 1.451 0.942
H 4.301 3.884 0.666
H 3.717 5.063 -1.529
H 2.404 3.810 -3.232
H 1.774 1.472 -2.836
C -2.070 1.314 -3.283
Si -3.403 0.529 -2.226
C -4.194 -1.012 -2.986
C -4.531 1.859 -1.599
N -2.495 -0.030 -0.825
C -2.988 -1.075 -0.048
C -4.289 -0.991 0.544
C -4.763 -2.010 1.369
C -3.946 -3.112 1.707
C -2.617 -3.146 1.325
C -2.160 -2.214 0.347
H -2.482 1.870 -4.157
H -1.465 0.505 -3.709
H -1.375 1.930 -2.695
H -4.743 -0.847 -3.960
H -4.900 -1.472 -2.276
H -3.439 -1.792 -3.215
H -5.055 2.358 -2.448
H -3.951 2.625 -1.019
H -5.312 1.458 -0.939
H -4.930 -0.140 0.330
H -5.808 -1.941 1.684
H -4.340 -3.935 2.321
H -1.936 -3.920 1.660
H -1.241 -2.400 -0.247
*
```

How is the electron density shared among the atoms? According to Mulliken, the charges in e are: 0.338, -0.237, 0.592, -0.252, -0.296, -0.038, -0.050, 0.795, -0.352, 0.052, -0.278, 0.173, -0.241, -0.754, -0.823, 0.017, 0.118, -0.183, -0.599, 1.306, -0.022, -0.230, -0.748, -0.442, -0.595, 0.016, -0.006, -0.002, -0.720, -0.608, -0.691, -0.201, 0.450, 0.410, 0.632, 0.387, 0.398, 0.434, 0.437, 0.428, 0.458, 0.330, 0.477, 0.400, 0.414, 0.408, 0.471, -0.929, -0.272, -0.940, -0.913, 0.679, 0.438, -0.352, -0.650, -0.648, -0.700, -0.566, 0.428, 0.230, 0.250, 0.394, 0.330, 0.300, 0.394, 0.257, 0.387, 0.267, 0.458, 0.415, 0.506, 0.666